(1)
Below is a structure of composition C3H6N2O2S, with properties calculated with ωB97M-V with the def2-TZVPD basis set.

**HOMO**: -9.21 eV
**Frontier orbital gap**: 0.34103 Eh
**Energy relative to the best compared isomer or geometry (same formula, charge and spin)**: 106.0 kcal/mol
**Lowest unoccupied orbital energy**: 0.070 eV

Structure (ORCA input):
```
! wB97M-V def2-TZVPD RIJCOSX def2/J DEFGRID3
* xyz 0 1
C 0.3189 -0.7602 -0.5496
C 1.5384 -0.1022 0.1704
C -1.9151 -0.3251 0.1296
H -0.0823 1.6603 -1.3625
H -0.0192 1.7519 0.3341
H 0.6034 -1.2367 -1.6236
H -0.0324 -1.6845 0.3596
H 1.8130 0.4262 1.9097
H -2.8755 0.1486 0.3814
N -0.7115 1.5832 -0.5247
N -0.8356 0.1962 -0.4116
O 1.1379 0.4372 1.2428
O -1.8911 -1.5804 0.2340
S 2.9511 -0.5145 -0.2895
*
```

natural (NBO) atomic charge list, values in e, 8 entries: -0.35 0.13 0.49 0.35 0.35 0.26 0.32 0.51

(2)
Below is the molecule C10H18N4S, with properties calculated with ωB97M-V with the def2-TZVPD basis set.

**HOMO**: -7.93 eV
**Frontier orbital gap**: 0.31371 Eh
**Energy relative to the best compared isomer or geometry (same formula, charge and spin)**: 109.3 kcal/mol
**Lowest unoccupied orbital energy**: 0.603 eV

Structure (ORCA input):
```
! wB97M-V def2-TZVPD RIJCOSX def2/J DEFGRID3
* xyz 0 1
C 2.8536 -2.1343 -0.3850
C 2.9433 -0.5037 -0.5818
C 2.2976 0.0531 0.7485
N 2.1594 1.4810 0.6075
C 0.9406 1.9913 0.1296
S 0.5616 3.6753 0.4989
N 0.0416 1.0619 -0.3720
C -1.2016 1.5046 -1.1698
C -2.5486 1.6014 -0.2173
C -3.3711 0.3355 0.0839
N -2.2934 -0.5914 0.4132
C -1.8418 -1.5093 -0.4722
C -0.8279 -2.2308 0.0556
N -0.6810 -1.7494 1.4100
C -1.5481 -0.7278 1.5828
H 3.6187 -2.6994 -1.1553
H 1.7518 -2.4773 -0.3850
H 3.2060 -2.3324 0.8214
H 4.1625 -0.2218 -0.7184
H 2.4234 -0.2404 -1.4617
H 2.9359 -0.2436 1.4858
H 1.3977 -0.4568 0.9567
H 2.6086 2.0044 1.3464
H 0.0553 0.0859 -0.0380
H -1.1224 0.9736 -2.2483
H -1.1001 2.6320 -1.4678
H -2.2270 2.1831 0.6471
H -3.3615 2.2337 -0.7861
H -3.7860 0.0771 -0.9725
H -4.0862 0.7229 0.8555
H -1.9997 -1.3220 -1.5668
H -0.0512 -2.9242 -0.2612
H -1.9101 -0.2522 2.6164
*
```

natural (NBO) atomic charge list, values in e, 8 entries: -0.63 -0.38 -0.25 -0.60 0.36 -0.35 -0.68 -0.26

(3)
Below is a structure of composition C18H13Cl44NO6P2, with properties calculated with ωB97M-V with the def2-TZVPD basis set.

**HOMO**: -8.85 eV
**Frontier orbital gap**: 0.31337 Eh
**Energy relative to the best compared isomer or geometry (same formula, charge and spin)**: 97.3 kcal/mol
**Lowest unoccupied orbital energy**: -0.325 eV

Structure (ORCA input):
```
! wB97M-V def2-TZVPD RIJCOSX def2/J DEFGRID3
* xyz 0 1
C -0.8688 2.4204 0.0212
C -1.6988 1.5870 -0.5952
P -2.9501 0.2776 -1.2758
C -3.4461 -1.1651 -0.1524
C -4.8902 -1.8351 -0.4373
C -5.5877 -1.4918 -1.8437
O -6.8020 -1.0698 -1.7959
O -5.0330 -1.6461 -3.1559
C -4.3421 1.4309 -0.6544
C -4.9474 2.3334 -1.8752
O -4.1023 2.9364 -2.6268
O -6.3804 2.4694 -2.0508
P -1.1535 -0.8895 -1.8859
N -1.5059 -2.2855 -2.5783
O -0.2137 0.0317 -3.0255
O -0.1952 -1.1027 -0.4782
H -0.2026 2.8763 0.8514
H -3.3925 0.4338 -2.6308
H -3.4094 -0.8107 0.9630
H -2.6629 -2.0151 -0.2231
H -5.6043 -1.4308 0.3904
H -4.8166 -2.9787 -0.2241
H -5.1149 -0.8197 -3.6913
H -5.1705 0.9116 -0.0541
H -3.8602 2.2135 0.0640
H -6.6090 3.2947 -1.5340
H -2.5339 -2.3917 -2.6027
H 0.2189 0.7748 -2.5349
H 0.6792 -1.4371 -0.8028
C -8.8423 -2.2526 -4.6140
Cl -7.8438 -3.4012 -3.6966
Cl -9.8475 -3.1412 -5.7806
Cl -9.8891 -1.3519 -3.4952
Cl -7.7888 -1.1156 -5.4853
C 1.8202 -0.6460 2.4525
Cl 2.2527 -1.7171 1.1019
Cl 3.2763 -0.2900 3.4063
Cl 1.1381 0.8693 1.8170
Cl 0.6140 -1.4451 3.4823
C -2.1030 -3.2266 5.8038
Cl -3.4499 -4.0865 6.5824
Cl -2.5629 -2.7842 4.1442
Cl -1.7259 -1.7550 6.7282
Cl -0.6725 -4.2807 5.7608
C 6.6132 -2.5008 5.2929
Cl 7.5426 -2.7309 3.7962
Cl 6.2250 -0.7758 5.4874
Cl 5.1084 -3.4429 5.2036
Cl 7.5752 -3.0502 6.6830
C 9.2673 0.1841 1.2219
Cl 10.0689 1.7337 1.5689
Cl 10.4596 -1.1321 1.3115
Cl 7.9809 -0.0971 2.4140
Cl 8.5570 0.2306 -0.4066
C 5.3082 1.2381 -2.4087
Cl 6.1424 -0.1788 -3.0859
Cl 6.4352 2.1564 -1.3860
Cl 4.7295 2.2739 -3.7327
Cl 3.9251 0.6992 -1.4292
C 7.1257 5.1254 1.8583
Cl 7.9287 6.6724 2.2097
Cl 8.3168 3.8064 1.9387
Cl 5.8428 4.8366 3.0588
Cl 6.4174 5.1824 0.2293
C 4.2474 -4.9481 -0.0297
Cl 5.0863 -6.3681 -0.6927
Cl 5.3595 -4.0369 1.0163
Cl 3.7008 -3.9067 -1.3633
Cl 2.8422 -5.4799 0.9205
C 3.1530 7.8696 0.2371
Cl 1.4886 8.3052 0.6860
Cl 3.1410 7.0074 -1.3178
Cl 4.1324 9.3456 0.0888
Cl 3.8500 6.8197 1.4903
C -1.8934 -0.9709 -6.4073
Cl -1.0780 0.5772 -6.0982
Cl -0.7052 -2.2904 -6.3467
Cl -3.1444 -1.2438 -5.1719
Cl -2.6508 -0.9283 -8.0158
C -5.3761 0.0031 3.8831
Cl -6.0449 1.5505 4.4474
Cl -4.2984 -0.6656 5.1270
Cl -6.7030 -1.1379 3.5714
Cl -4.4568 0.2697 2.3814
*
```

Mulliken atomic charge list, values in e, 8 entries: -0.90 -0.32 1.56 -0.42 -0.18 0.19 -0.47 -0.27

(4)
Below is the molecule C4H7NOS, with properties calculated with ωB97M-V with the def2-TZVPD basis set.

**HOMO**: -8.54 eV
**Frontier orbital gap**: 0.34642 Eh
**Energy relative to the best compared isomer or geometry (same formula, charge and spin)**: 55.8 kcal/mol
**Lowest unoccupied orbital energy**: 0.886 eV

Structure (ORCA input):
```
! wB97M-V def2-TZVPD RIJCOSX def2/J DEFGRID3
* xyz 0 1
S -3.2642 -0.0809 -0.0114
N -1.5582 0.0453 -0.0016
C -1.1015 1.2275 -0.0097
O 0.1978 1.5535 -0.0117
C 1.2333 0.5990 -0.0193
C 1.2528 -0.6773 0.7275
C 1.2535 -0.6662 -0.7759
H -3.3078 -1.4240 -0.0040
H -1.6991 2.1668 -0.0242
H 2.1296 1.1688 0.0892
H 0.3112 -1.0129 1.2077
H 2.1168 -0.9513 1.3071
H 2.1334 -0.9371 -1.2725
H 0.3024 -1.0112 -1.2011
*
```

natural (NBO) atomic charge list, values in e, 8 entries: 0.16 -0.66 0.40 -0.47 0.07 -0.45 -0.45 0.12

(5)
Below is a structure of composition C2OS, with properties calculated with ωB97M-V with the def2-TZVPD basis set.

**HOMO (spin up / spin down)**: -8.87 / -8.76 eV
**Frontier orbital gap (spin up / spin down)**: 0.27249 / 0.27122 Eh
**Energy relative to the best compared isomer or geometry (same formula, charge and spin)**: 93.6 kcal/mol
**Lowest unoccupied orbital energy (spin up / spin down)**: -1.455 / -1.381 eV

Structure (ORCA input):
```
! wB97M-V def2-TZVPD RIJCOSX def2/J DEFGRID3
* xyz 0 1
C 0.6070 0.2589 -0.2785
C -0.8844 -0.1217 0.3757
O 1.5911 -0.4175 -0.1948
S 0.1247 -0.1557 1.5190
*
```

Electronic structure analysis, natural (NBO) charges in units of e: 0.33 -0.24 -0.51 0.42

(6)
Below is the molecule C3H2O3, with properties calculated with ωB97M-V with the def2-TZVPD basis set.

**HOMO**: -9.81 eV
**Frontier orbital gap**: 0.38911 Eh
**Energy relative to the best compared isomer or geometry (same formula, charge and spin)**: 14.4 kcal/mol
**Lowest unoccupied orbital energy**: 0.781 eV

Structure (ORCA input):
```
! wB97M-V def2-TZVPD RIJCOSX def2/J DEFGRID3
* xyz 0 1
O -0.7042 -1.4528 -1.1105
C -0.2894 -0.5820 -0.4330
O -1.0128 0.4618 0.1104
C -0.0825 1.3358 0.7431
C 1.0933 0.6972 0.6747
O 0.9700 -0.4739 -0.0516
H -0.4089 2.2291 1.2288
H 2.0563 0.7843 1.2762
*
```

Electronic structure analysis, natural (NBO) charges in units of e: -0.56 0.95 -0.47 0.03 0.03 -0.45 0.23 0.23

(7)
Below is a cluster of 2 separate species, C3H8N2 in total, with properties calculated with ωB97M-V with the def2-TZVPD basis set.

**HOMO**: -9.32 eV
**Frontier orbital gap**: 0.37625 Eh
**Energy relative to the best compared isomer or geometry (same formula, charge and spin)**: 85.9 kcal/mol
**Lowest unoccupied orbital energy**: 0.922 eV

Structure (ORCA input):
```
! wB97M-V def2-TZVPD RIJCOSX def2/J DEFGRID3
* xyz 0 1
C -1.6661 -1.1470 -0.2408
N -1.9156 -0.2379 -1.1631
C -1.6237 -0.3420 -2.5406
H -1.6638 -0.9083 0.8651
H -1.3297 -2.1956 -0.4598
H -1.0916 -1.3139 -2.7582
H -0.8857 0.5245 -2.7961
H -2.4843 -0.1130 -3.1377
C 2.1814 0.9947 2.5624
N 3.3141 1.0922 2.1155
H 1.7489 -0.0962 2.5736
H 1.5535 1.8499 2.8510
H 3.8624 1.8924 2.1287
*
```

natural (NBO) atomic charge list, values in e, 8 entries: -0.08 -0.40 -0.44 0.18 0.14 0.17 0.21 0.22

(8)
Below is a structure of composition C23H28Br9F15O10, with properties calculated with ωB97M-V with the def2-TZVPD basis set.

**HOMO (spin up / spin down)**: -2.13 / -6.47 eV
**Frontier orbital gap (spin up / spin down)**: 0.13635 / 0.29642 Eh
**Lowest unoccupied orbital energy (spin up / spin down)**: 1.580 / 1.593 eV

Structure (ORCA input):
```
! wB97M-V def2-TZVPD RIJCOSX def2/J DEFGRID3
* xyz -1 2
C -0.1630 0.9200 1.8515
Br 1.6802 1.7595 2.0881
Br -1.5286 2.3704 1.8216
Br -0.6160 -0.5183 3.1579
H -0.2023 0.4942 0.8489
C -0.0053 -4.0530 4.2126
Br 1.2662 -5.3553 3.4408
Br 0.6928 -3.5167 6.0445
Br -1.8183 -4.8488 4.2930
H 0.0483 -3.1977 3.5390
C 4.0765 -0.5521 3.4045
Br 5.1314 0.8140 2.5060
Br 4.8730 -0.8271 5.2426
Br 3.8813 -2.2701 2.3202
H 3.0914 -0.1092 3.5511
C -3.3058 1.9984 -6.4034
C -3.1075 0.6125 -5.6090
O -2.9774 0.6636 -4.1647
C -1.8736 1.1145 -3.6228
O -0.9300 1.5191 -4.2889
C -1.7483 1.0507 -2.0938
F -0.4956 0.6015 -1.8467
F -1.8872 2.3347 -1.6812
F -2.7224 0.3034 -1.5925
H -4.2795 2.4370 -6.1851
H -3.2477 1.8947 -7.4869
H -2.4143 2.6143 -6.2847
H -2.3263 0.0728 -6.1444
H -4.0123 0.0324 -5.7902
C -3.3340 0.2325 4.8181
C -4.2160 -0.6301 3.8581
O -4.4970 -1.7837 4.5391
C -5.2091 -2.7734 4.0377
O -5.5556 -2.8047 2.8829
C -5.5305 -3.8603 5.0482
F -6.8817 -3.9609 5.3045
F -5.0779 -5.0272 4.4821
F -4.9030 -3.6470 6.2169
H -2.6054 -0.3066 5.4237
H -3.8568 0.7680 5.6106
H -2.7318 0.9575 4.2706
H -3.6384 -0.8110 2.9516
H -5.1707 -0.1230 3.7186
C 3.0722 4.6654 -0.0774
C 3.5629 4.0257 -1.3918
O 2.6621 4.3699 -2.5166
C 1.3939 3.8628 -2.6412
O 0.9119 2.9730 -1.9357
C 0.6813 4.4518 -3.8515
F 0.7571 3.6040 -4.8138
F -0.5907 4.7105 -3.5881
F 1.2338 5.6068 -4.2639
H 3.7590 5.4919 0.1052
H 3.1416 3.8370 0.6277
H 2.0461 5.0321 -0.1018
H 3.5906 2.9488 -1.2257
H 4.6119 4.2693 -1.5597
C 2.3864 0.4662 -1.2492
C 3.8119 0.0210 -0.8938
O 4.7871 0.8977 -1.5578
C 6.1677 0.6149 -1.6521
O 6.6941 -0.4444 -1.3156
C 7.0067 1.7311 -2.3695
F 6.3383 2.8759 -2.4328
F 8.2831 1.8621 -1.8771
F 7.1826 1.2999 -3.5982
H 1.8846 -0.4957 -1.3542
H 2.2726 0.9676 -2.2103
H 1.8878 1.0887 -0.5062
H 4.0129 -0.9783 -1.2800
H 3.8136 -0.1816 0.1772
C -3.4277 -3.0817 0.0039
C -2.4485 -3.4926 1.1539
O -1.1684 -3.7733 0.5480
C -0.3536 -2.7646 0.0391
O -0.6735 -1.6020 -0.0294
C 0.9507 -3.2723 -0.6410
F 1.0481 -4.6313 -0.3880
F 0.9559 -3.0391 -1.9294
F 2.0700 -2.6682 -0.2599
H -3.0556 -2.2233 -0.5553
H -4.3823 -2.7197 0.3858
H -3.6004 -3.8617 -0.7376
H -2.8046 -4.3955 1.6500
H -2.3449 -2.6384 1.8229
*
```

Mulliken atomic charge list, values in e, 8 entries: 1.24 -0.27 -0.29 -0.24 -1.14 0.31 -0.07 -0.08

(9)
Below is a structure of composition C4H3NO8S2, with properties calculated with ωB97M-V with the def2-TZVPD basis set.

**HOMO**: -1.42 eV
**Frontier orbital gap**: 0.26877 Eh
**Lowest unoccupied orbital energy**: 5.895 eV

Structure (ORCA input):
```
! wB97M-V def2-TZVPD RIJCOSX def2/J DEFGRID3
* xyz -2 1
C 1.1116 -0.1042 -0.4898
C -0.6051 1.7805 -1.0789
C -0.0855 -0.5020 0.3491
C -0.9685 0.7313 0.5862
N 0.7738 1.0506 -1.0496
O -3.1994 -0.6546 -0.4866
O -3.0739 0.3750 1.8897
O 2.1753 -0.7393 -0.5340
O -0.5041 3.0119 -0.9827
O -3.5338 1.7322 -0.2154
O -1.5145 0.9954 -1.6757
O -1.0527 -0.3599 2.9892
O -1.5769 1.9560 3.1203
S -2.6110 0.6207 -0.0855
S -1.6506 0.7638 2.2774
H -0.4873 -1.3255 -0.1746
H 0.2480 -0.8875 1.3269
H 1.4350 1.5797 -1.6470
*
```

natural (NBO) atomic charge list, values in e, 8 entries: 0.68 0.87 -0.54 -0.74 -0.68 -0.96 -0.96 -0.72